Entry 1:
Entry from the OMol25 dataset: a molecular structure, C30H43BF23NO20S2Zr (ωB97M-V with the def2-TZVPD basis set).

```
121
Properties=species:S:1:pos:R:3:forces:R:3:lowdin_charge:R:1
Zr -0.85161 -1.00217 -4.24140 -5.37 -4.16 1.68 1.81
N 0.09775 -0.26806 -2.60554 4.25 1.75 3.93 -0.44
S -0.09252 -0.23578 -0.97491 -5.89 -4.36 5.52 0.55
O -0.71866 0.94976 -0.44660 1.64 -0.28 -1.26 -0.22
O 0.79502 -1.05001 -0.14715 -0.09 2.42 -2.31 -0.22
F -1.38135 -1.24329 -0.91657 0.99 0.91 -0.92 -0.19
S 1.65212 0.58814 -2.39465 2.65 3.79 -2.68 0.64
O 2.82422 -0.09900 -1.91620 -1.88 0.37 0.41 -0.23
O 1.44274 2.03935 -2.10789 0.18 -4.38 -0.44 -0.24
F 1.94029 0.51003 -3.94002 -0.33 0.25 -0.51 -0.18
B -0.66273 0.59967 -5.72852 0.22 1.79 -1.64 -0.40
H -1.62800 0.11751 -5.73125 -4.06 -2.01 -0.29 -0.02
H 0.12026 -0.08960 -6.00435 3.10 -3.36 -0.94 0.00
H -0.63630 1.47549 -6.35818 -0.03 2.70 -2.04 0.03
H -0.46237 0.87328 -4.70420 0.84 1.46 3.93 -0.07
O -1.99668 -5.58819 -4.63555 -0.62 2.80 2.11 -0.24
C -2.57026 -5.03874 -3.44509 1.45 -2.05 -1.28 -0.36
C -3.17391 -3.59270 -3.25422 -0.34 -0.02 -2.20 -0.27
O -2.28546 -2.49271 -3.38606 2.45 1.57 -1.61 -0.38
H -1.97121 -5.18293 -2.54595 0.80 -0.06 0.05 0.08
H -3.39972 -5.73705 -3.33347 -1.01 0.43 0.50 0.10
H -3.81902 -3.58136 -2.37570 0.67 0.27 0.65 0.11
H -3.90899 -3.56643 -4.05863 0.03 0.47 -0.47 0.11
C -0.68364 5.11084 1.62592 -0.90 0.67 0.79 -0.04
C -1.53231 3.84819 1.36551 1.94 0.41 -1.08 -0.21
O -2.65246 3.81762 2.24570 -1.44 -1.06 1.04 0.03
C -3.38714 2.64207 2.24961 3.02 1.55 -2.51 -0.31
O -3.08023 1.76912 1.48050 -1.00 -0.35 0.97 0.15
C -4.64328 2.64506 3.09639 -1.15 0.30 0.78 -0.55
F -4.72069 3.66356 3.96465 0.35 -0.35 -0.33 0.17
F -5.71644 2.71866 2.29707 0.17 0.27 -0.36 0.17
F -4.77390 1.50250 3.76132 0.45 -0.14 0.27 0.18
H 0.16670 5.38292 1.00062 -0.10 -0.94 -0.55 0.05
H -0.29134 5.17872 2.64061 -0.17 -0.36 0.18 0.08
H -1.34007 5.97453 1.51991 -0.18 0.11 0.09 0.08
H -0.90547 2.95685 1.39180 -0.27 -0.25 0.69 0.11
H -1.82159 3.86759 0.31478 -0.67 0.04 0.05 0.10
C 6.22025 -0.74667 -2.84621 1.32 0.85 0.97 -0.07
C 5.32810 -1.53534 -3.70879 -1.26 -0.26 0.02 -0.22
O 5.95755 -2.39326 -4.70012 0.43 -0.62 -0.15 0.04
C 6.34712 -3.65456 -4.38552 -2.88 0.76 3.39 -0.33
O 6.13273 -4.16455 -3.28315 1.06 0.89 -2.88 0.14
C 6.95776 -4.39753 -5.56131 2.54 -1.17 -0.44 -0.51
F 6.91243 -5.71748 -5.39757 -0.96 0.10 0.11 0.17
F 6.52142 -4.11492 -6.79293 0.02 0.33 0.95 0.18
F 8.31492 -4.14819 -5.48491 -0.86 0.69 -0.43 0.12
H 6.75727 0.11651 -3.23943 -0.14 -0.14 -0.63 0.08
H 6.97938 -1.36330 -2.36497 -0.11 -0.18 0.10 0.09
H 5.57836 -0.34446 -2.06243 0.05 0.01 0.19 0.07
H 4.60032 -0.89701 -4.20976 0.48 0.02 -0.77 0.12
H 4.66326 -2.01724 -2.99195 0.25 -1.25 -0.36 0.10
C -4.24803 -2.07238 1.18226 -0.92 -1.28 1.17 -0.05
C -4.12329 -1.51901 2.62754 2.10 0.50 -1.67 -0.20
O -5.30685 -1.70844 3.38538 -1.68 -0.29 0.84 0.03
C -5.28610 -2.45421 4.50157 3.66 -1.10 0.23 -0.30
O -4.23202 -2.94757 4.91999 -2.90 0.78 -0.29 0.11
C -6.64788 -2.61186 5.30255 0.94 0.92 -0.57 -0.59
F -6.58734 -1.79097 6.35033 0.12 0.62 0.22 0.17
F -7.66932 -2.28236 4.54917 -0.79 0.52 -0.70 0.19
F -6.89126 -3.79949 5.78767 0.55 -1.26 -0.02 0.20
H -3.41267 -1.92950 0.49680 0.07 0.46 0.53 0.05
H -5.19079 -1.79527 0.71056 0.14 0.39 0.04 0.07
H -4.33160 -3.15169 1.30951 0.03 -0.28 -0.17 0.08
H -3.84905 -0.46717 2.54672 -0.79 0.25 0.35 0.10
H -3.23245 -1.93822 3.09528 -0.40 -0.47 0.25 0.11
C -2.08548 4.53555 -2.53600 -0.27 -0.04 -0.48 -0.03
C -1.86964 3.05477 -2.80845 0.96 0.58 -0.64 -0.18
O -3.05947 2.35026 -2.48312 -1.34 -1.64 0.56 0.07
C -3.21889 1.06134 -2.67625 0.74 0.55 -1.15 -0.26
O -2.50951 0.36779 -3.42248 -0.54 0.57 1.23 -0.04
C -4.54099 0.49410 -1.99731 2.37 0.40 0.02 -0.52
F -5.14136 -0.24628 -2.88934 -1.02 -0.04 -0.50 0.22
F -4.17343 -0.32733 -0.99559 -0.52 1.16 -0.27 0.16
F -5.25905 1.54561 -1.59874 -0.19 -1.14 0.15 0.19
H -2.80594 4.97089 -3.22846 -0.31 -0.39 -0.14 0.08
H -1.17756 5.06411 -2.82652 0.24 0.00 0.68 0.09
H -2.47810 4.76804 -1.54611 0.55 -0.06 0.09 0.07
H -1.05864 2.56969 -2.26525 0.01 0.38 0.28 0.10
H -1.62544 2.96466 -3.86692 -0.24 -0.35 -0.16 0.13
C 4.26448 -2.30486 0.22010 0.36 -1.55 1.18 -0.04
C 3.13846 -3.18952 -0.24347 -0.20 -0.41 -2.59 -0.25
O 2.18347 -3.53937 0.72967 -2.08 0.21 1.72 0.02
C 0.92771 -3.95428 0.39034 1.87 0.50 -2.48 -0.36
O 0.55333 -4.10824 -0.74953 0.15 0.21 1.11 0.15
C 0.00487 -4.25685 1.56324 1.61 0.46 0.87 -0.55
F -0.50292 -5.46281 1.42578 -0.74 -0.10 -0.12 0.20
F 0.72211 -4.25514 2.70824 -0.60 0.16 -0.09 0.15
F -0.93517 -3.30717 1.63131 -0.14 -0.48 0.11 0.17
H 4.66663 -2.81205 1.09710 -0.10 0.58 0.70 0.08
H 3.97497 -1.27078 0.40706 0.14 -0.17 -0.04 0.07
H 5.13461 -2.43884 -0.42258 -0.34 0.50 -0.66 0.07
H 3.42941 -4.15470 -0.65807 0.82 0.04 0.05 0.14
H 2.70888 -2.69898 -1.11693 -0.77 0.07 0.16 0.10
C 3.91254 2.45969 1.05156 0.90 -0.09 0.37 -0.06
C 3.31524 3.69874 0.44688 -1.18 -1.39 0.07 -0.22
O 4.09641 4.85838 0.67820 0.98 0.79 -0.25 0.06
C 3.55627 6.02428 0.35894 -4.15 -0.50 -0.31 -0.32
O 2.35316 6.16150 0.05187 3.55 0.00 0.67 0.10
C 4.51021 7.24013 0.42467 -0.39 -1.33 -0.89 -0.64
F 4.39912 7.88236 -0.71157 -0.11 0.63 -1.55 0.19
F 4.19891 8.08360 1.35666 -0.37 0.69 1.72 0.22
F 5.75768 6.84544 0.54387 1.03 -0.23 0.47 0.19
H 4.02011 2.50767 2.13518 -0.12 0.00 0.00 0.08
H 4.89691 2.25475 0.63072 0.14 0.10 0.02 0.08
H 3.30330 1.59675 0.78273 -0.23 0.11 0.11 0.07
H 2.31644 3.82947 0.86329 -0.03 0.29 -0.17 0.12
H 3.22538 3.43870 -0.60783 -0.09 0.88 -0.27 0.12
C -1.50603 -0.98084 6.88502 -1.76 1.09 0.38 -0.07
C -0.06375 -0.60109 6.99423 -0.93 -0.57 0.17 -0.20
O 0.46442 -0.73000 5.66958 1.80 0.56 -1.98 0.02
C 0.21023 0.16230 4.67128 -2.78 0.93 4.03 -0.34
O -0.48289 1.15273 4.83693 1.25 -1.11 -0.56 0.15
C 0.72634 -0.16172 3.31103 -0.37 -1.30 -1.55 -0.53
F 1.63250 0.72762 2.99063 1.29 0.59 -0.22 0.19
F 1.25295 -1.40671 3.23085 -0.55 1.04 -0.22 0.16
F -0.26252 0.00074 2.37397 0.59 -0.75 1.08 0.13
H -2.13397 -0.13082 6.61806 0.14 0.39 0.10 0.07
H -1.87429 -1.28498 7.86481 -0.10 -0.43 -0.15 0.09
H -1.77700 -1.66622 6.08195 0.58 -0.64 0.40 0.08
H 0.38834 -1.33547 7.66086 0.71 -0.25 -0.75 0.12
H 0.10269 0.33608 7.52538 0.01 0.46 -0.79 0.13
```
Forces are in eV/Å.

## Properties
strongest force on any atom: 9.17 eV/A
HOMO energy: -6.78 eV
total charge: 0
Kohn-Sham gap: 3.41 eV

---

Entry 2:
Entry from the OMol25 dataset: a molecular structure, C30H43BiF5P2 (ωB97M-V with the def2-TZVPD basis set).

```
81
Properties=species:S:1:pos:R:3:forces:R:3:lowdin_charge:R:1
Bi -1.37588 1.63985 -2.22380 1.82 3.05 2.98 1.75
C -0.31460 -2.90159 2.96986 1.78 -0.82 -1.62 -0.18
C 1.01988 -2.98349 2.48954 -4.68 -1.94 -0.72 -0.11
C 0.98969 -1.51598 4.25745 3.68 -0.44 -1.49 -0.18
C -0.32913 -1.99042 4.06434 -0.77 -0.25 -0.25 -0.07
C 1.82791 -2.12688 3.28511 -0.07 3.66 4.52 -0.12
C -1.48552 -3.65015 2.47209 -0.68 -0.31 -0.07 -0.04
H -1.27647 -4.12599 1.50799 -0.08 0.07 0.20 0.06
H -2.35719 -2.99070 2.34857 0.18 -0.19 -0.05 0.09
H -1.78226 -4.44464 3.17515 0.03 0.14 -0.24 0.10
C -1.50141 -1.59624 4.87261 -0.12 -0.50 -0.55 0.04
H -2.40182 -2.11189 4.53087 0.11 0.10 0.10 0.09
H -1.67319 -0.51409 4.79732 0.22 0.00 0.04 0.12
H -1.35122 -1.82973 5.93413 0.18 0.14 -0.09 0.12
C 1.39550 -0.54597 5.29285 0.09 0.47 0.37 -0.01
H 1.14728 -0.90498 6.30366 0.11 0.10 -0.22 0.10
H 0.87385 0.41346 5.14925 0.16 -0.17 0.06 0.09
H 2.47396 -0.35586 5.25227 -0.28 -0.02 0.07 0.09
C 3.28645 -1.92753 3.16527 0.29 0.00 -0.27 0.00
H 3.82096 -2.35359 4.02686 -0.13 0.08 -0.14 0.11
H 3.53612 -0.85896 3.12714 -0.06 -0.20 0.02 0.10
H 3.67518 -2.40254 2.26062 0.05 0.11 0.17 0.08
C 1.50567 -3.86082 1.40568 0.00 0.14 -0.43 0.01
H 1.87743 -4.81942 1.80329 -0.04 0.23 0.03 0.12
H 2.33475 -3.39494 0.85633 -0.15 -0.13 0.17 0.09
H 0.70924 -4.09329 0.68748 0.17 -0.01 0.26 0.08
C -1.82550 0.93251 -4.24690 0.09 0.32 -1.13 -0.47
C -2.09083 -0.57479 -4.02398 -0.77 -1.17 -0.59 -0.41
C -1.14506 -1.49812 -4.81042 -0.30 -0.06 -0.80 -0.19
C 0.17004 -1.67495 -4.00698 -0.37 -0.73 0.50 -0.18
C 0.03921 -0.88648 -2.66963 1.45 -1.40 0.59 -0.36
C 0.46450 0.57010 -2.81772 -0.15 -0.19 0.69 -0.45
C 0.75461 1.09551 -4.22293 -0.34 -0.09 -0.17 -0.22
C -0.57106 1.30736 -5.03088 0.24 -0.21 -0.89 -0.24
H -0.97647 -1.09543 -5.81193 0.10 -0.17 0.20 0.11
H 1.03300 -1.35132 -4.57480 0.05 0.10 0.14 0.11
H -1.62503 -2.46847 -4.96484 0.01 0.04 0.05 0.11
H -0.52567 0.77013 -5.99431 0.15 0.21 0.21 0.10
H -2.71627 1.49533 -4.55443 0.20 -0.61 -0.30 0.09
H -3.15560 -0.77902 -4.17273 0.10 -0.07 -0.63 0.11
H -0.62143 2.36529 -5.31837 -0.23 -0.19 0.14 0.11
H 1.28736 2.05081 -4.16542 -0.15 -0.10 0.28 0.10
H 1.24649 0.87894 -2.10715 -0.35 -0.65 -0.22 0.03
H 1.44935 0.43780 -4.75529 -0.11 0.13 -0.05 0.10
H 0.33586 -2.73630 -3.79295 0.01 0.14 -0.12 0.10
H 0.61611 -1.34401 -1.84921 0.00 -0.01 -0.40 0.11
P -1.79781 -1.36363 -2.36027 0.10 2.07 -0.91 0.96
P 2.39682 1.98475 0.06596 -1.51 -0.92 -0.42 0.82
C 0.41842 3.36680 -1.66106 -1.84 0.95 -0.97 -0.30
C 1.86690 3.26994 -1.21490 0.34 -0.98 0.04 -0.43
H -0.17587 3.90243 -0.90138 0.20 -0.17 -0.56 0.02
H 0.31819 3.86881 -2.64515 0.39 0.25 0.78 0.03
H 2.53707 3.10106 -2.07370 -0.19 0.22 0.22 0.06
H 2.11822 4.22450 -0.73894 0.08 0.11 -0.34 0.07
C 2.72520 2.97746 1.55772 0.31 0.51 -0.21 -0.30
H 3.33916 2.38305 2.23995 0.00 0.17 -0.02 0.03
H 1.77395 3.19756 2.06166 0.22 -0.06 -0.19 0.03
H 3.22705 3.92410 1.29788 -0.03 -0.26 0.35 0.04
C 4.00524 1.46405 -0.62849 0.33 0.46 -0.07 -0.33
H 4.56534 2.31004 -1.05575 0.11 -0.33 0.18 0.04
H 3.78541 0.74420 -1.42958 0.11 0.20 0.18 0.02
H 4.59437 0.95079 0.14211 -0.03 0.16 -0.22 0.03
C -3.14790 -0.69928 -1.34041 -0.05 -0.32 1.38 -0.25
H -3.57353 -1.50053 -0.70991 0.10 0.21 -0.23 0.06
H -3.94650 -0.30541 -1.99505 0.54 -0.11 0.17 0.08
H -2.77003 0.10036 -0.67916 -0.43 -0.42 -0.01 -0.02
C -1.94390 -3.15181 -2.17763 0.03 -0.69 -0.43 -0.17
H -1.76002 -3.33739 -1.10952 -0.17 0.04 -0.19 0.05
H -1.19399 -3.72814 -2.74064 -0.32 0.36 0.13 0.06
H -2.95251 -3.52984 -2.44037 0.50 0.36 0.17 0.08
F -0.15592 0.87170 1.94341 -0.08 0.20 0.22 -0.01
C -0.97766 1.95386 1.76809 -1.03 1.10 -0.22 -0.28
C -1.59146 2.17932 0.54188 -0.06 -0.70 1.01 -0.12
C -2.51315 3.19603 0.49368 0.15 0.20 0.88 -0.30
F -3.22043 3.43596 -0.66398 0.16 0.08 0.35 -0.03
C -2.80068 4.03993 1.57805 -0.05 0.10 -0.68 -0.14
F -3.68701 5.05174 1.42347 0.44 -0.48 0.39 0.09
C -2.12223 3.84728 2.78002 -0.09 0.03 -0.02 -0.14
F -2.34959 4.66333 3.83371 0.17 -0.49 -0.54 0.10
C -1.21565 2.78808 2.87702 0.45 -0.58 -0.44 -0.15
F -0.54426 2.57040 4.04026 -0.31 0.12 -0.14 0.06
```
Forces are in eV/Å.

## Properties
strongest force on any atom: 5.81 eV/A
HOMO energy (spin up / spin down): -8.46 / -8.48 eV
total charge: +1
Kohn-Sham gap (spin up / spin down): 2.12 / 2.15 eV

---

- Which formula does entry 1 have?
  C30H43BF23NO20S2Zr